No. 1
DFT (the ωB97M-V functional and the def2-TZVPD basis) results for a molecular structure, C20H26Cl2MoN4O3 at a distorted geometry.

Summary:
Lowest unoccupied orbital energy (alpha / beta)   -7.984 / -7.984 eV
Energy above the lowest of the compared OMol25 structures with the same formula, charge and spin   31.1 kJ/mol
Highest occupied orbital energy (alpha / beta)   -14.43 / -14.43 eV

```
! RIJCOSX wB97M-V def2-TZVPD def2/J DEFGRID3
* xyz 2 1
Mo 0.225 0.081 -0.149
O -0.705 3.790 0.355
C -0.016 2.816 0.223
N -0.034 1.896 -0.811
C -0.180 2.235 -2.135
O -0.685 3.210 -2.617
C 0.513 1.143 -2.912
C 0.704 1.258 -4.279
C 1.470 0.306 -4.937
C 2.050 -0.696 -4.173
C 1.799 -0.747 -2.810
N 1.020 0.133 -2.166
C 1.052 2.399 1.207
C 1.528 3.262 2.185
C 2.603 2.865 2.969
C 3.175 1.622 2.726
C 2.619 0.798 1.763
N 1.565 1.161 1.026
H 0.257 2.094 -4.797
H 1.618 0.360 -6.004
H 2.697 -1.434 -4.624
H 2.252 -1.527 -2.216
H 1.064 4.228 2.314
H 2.996 3.514 3.736
H 4.033 1.284 3.282
H 3.017 -0.193 1.575
Cl -2.236 -0.204 -1.448
C -2.633 -0.115 -3.170
Cl -1.574 -1.178 -4.105
H -2.501 0.914 -3.504
H -3.665 -0.453 -3.275
C -2.990 1.229 4.342
N -2.041 0.555 3.485
C -1.384 -0.645 3.964
C -1.785 0.972 2.268
O -0.976 0.375 1.514
H -2.767 0.997 5.381
H -4.009 0.897 4.130
H -2.934 2.308 4.205
H -1.525 -0.741 5.036
H -0.313 -0.592 3.746
H -1.803 -1.529 3.476
H -2.295 1.883 1.935
C 0.648 -3.853 -1.568
C 0.225 -3.201 -0.246
C -1.297 -3.067 -0.187
C 0.931 -1.885 -0.052
H 0.167 -4.821 -1.671
H 1.723 -4.008 -1.596
H 0.348 -3.230 -2.409
H 0.553 -3.866 0.567
H -1.695 -2.904 -1.186
H -1.609 -2.242 0.467
H -1.744 -3.978 0.201
H 2.001 -2.094 0.056
H 0.545 -1.379 0.911
*
```

***

No. 2
DFT (the ωB97M-V functional and the def2-TZVPD basis) results for a molecular structure, C20H26ClF9N4O4SSm at a distorted geometry.

Summary:
Lowest unoccupied orbital energy (alpha / beta)   -2.568 / -2.560 eV
Expectation value of S²   8.757
Highest occupied orbital energy (alpha / beta)   -12.13 / -12.13 eV

```
! RIJCOSX wB97M-V def2-TZVPD def2/J DEFGRID3
* xyz 1 6
Sm -0.353 0.480 -0.208
N 0.624 0.469 2.293
C 1.570 1.561 2.634
C 2.939 1.316 2.013
C 2.948 1.360 0.489
N 2.274 0.165 -0.091
H -0.216 0.596 2.850
H 1.041 -0.393 2.632
H 1.680 1.648 3.719
H 1.171 2.500 2.258
H 3.331 0.349 2.352
H 3.619 2.085 2.381
H 3.984 1.418 0.146
H 2.424 2.251 0.145
H 2.688 -0.655 0.340
H 2.537 0.112 -1.071
Cl 0.695 0.860 -2.777
C -0.677 0.286 -3.768
C -1.801 -0.318 -2.889
O -2.517 -1.138 -3.426
O -1.871 0.124 -1.686
H -0.312 -0.458 -4.467
H -1.071 1.141 -4.312
C -2.239 -3.347 -1.045
N -1.063 -3.485 -1.896
C -1.148 -4.516 -2.927
C -0.027 -2.664 -1.818
C 1.123 -2.914 -2.756
O 0.064 -1.740 -0.971
H -2.278 -4.168 -0.326
H -3.130 -3.350 -1.667
H -2.207 -2.397 -0.529
H -2.066 -5.075 -2.778
H -0.306 -5.205 -2.872
H -1.185 -4.069 -3.921
H 1.590 -3.875 -2.532
H 1.861 -2.127 -2.628
H 0.792 -2.936 -3.794
S -4.227 -1.686 2.067
C -3.219 -0.457 1.434
N -1.953 -0.725 1.334
C -1.694 -2.020 1.791
C -0.452 -2.661 1.833
C -0.391 -3.961 2.286
C -1.543 -4.647 2.685
C -2.776 -4.031 2.660
C -2.837 -2.710 2.227
H -3.650 0.492 1.145
H 0.430 -2.156 1.470
H 0.566 -4.463 2.332
H -1.466 -5.676 3.009
H -3.669 -4.560 2.963
F -2.819 2.317 -0.526
C -1.996 3.309 -0.965
F -2.739 4.352 -1.286
F -1.416 2.834 -2.076
C -0.896 3.542 0.123
O 0.026 2.567 0.025
C -1.605 3.464 1.513
F -1.762 2.126 1.806
F -2.810 4.019 1.554
F -0.868 3.973 2.497
C -0.237 4.935 -0.060
F -1.075 5.934 0.230
F 0.175 5.071 -1.324
F 0.832 5.037 0.737
*
```

***

No. 3
DFT (the ωB97M-V functional and the def2-TZVPD basis) results for a gas-phase ion, C20H26FN2O2 (charge +1).

Summary:
Lowest unoccupied orbital energy   -2.402 eV
SMILES string   COc1ccc(C[NH+]2CCN(Cc3ccccc3F)CC2)cc1OC
Energy above the lowest of the compared OMol25 structures with the same formula, charge and spin   49.4 kJ/mol
Highest occupied orbital energy   -10.99 eV

```
! RIJCOSX wB97M-V def2-TZVPD def2/J DEFGRID3
* xyz 1 1
C 0.666 0.281 -6.610
H -0.343 0.596 -6.882
H 1.115 -0.256 -7.445
H 1.271 1.156 -6.371
O 0.651 -0.653 -5.547
C 0.132 -0.378 -4.340
C 0.130 -1.461 -3.460
C -0.360 -1.362 -2.175
C -0.871 -0.154 -1.727
C -0.875 0.943 -2.588
C -0.392 0.859 -3.886
O -0.390 1.910 -4.750
C -0.997 3.123 -4.373
H -0.927 3.764 -5.250
H -2.051 2.983 -4.114
H -0.469 3.599 -3.541
H -1.289 1.877 -2.240
C -1.385 0.002 -0.326
H -1.627 -0.968 0.111
N -0.355 0.653 0.546
H -0.051 1.509 0.063
C -0.882 1.041 1.873
C 0.210 1.803 2.649
N 1.435 1.067 2.784
C 1.911 0.584 1.515
C 0.850 -0.192 0.718
H 0.549 -1.097 1.247
H 1.236 -0.466 -0.265
H 2.776 -0.059 1.672
H 2.236 1.448 0.921
C 1.587 0.207 3.945
C 0.684 -1.006 4.012
C -0.542 -0.971 4.669
C -1.357 -2.089 4.725
C -0.958 -3.275 4.131
C 0.261 -3.343 3.477
C 1.056 -2.214 3.430
F 2.238 -2.281 2.771
H 0.607 -4.256 3.018
H -1.586 -4.150 4.185
H -2.300 -2.038 5.247
H -0.850 -0.058 5.158
H 2.629 -0.120 3.962
H 1.414 0.827 4.827
H -0.170 2.063 3.637
H 0.429 2.738 2.117
H -1.763 1.672 1.744
H -1.168 0.132 2.406
H -2.278 0.631 -0.308
H -0.359 -2.230 -1.534
H 0.523 -2.393 -3.831
*
```

***

No. 4
DFT (the ωB97M-V functional and the def2-TZVPD basis) results for a molecular structure, C20H26MnN3OS4 at a distorted geometry.

Summary:
Lowest unoccupied orbital energy (alpha / beta)   -4.112 / -3.901 eV
Energy above the lowest of the compared OMol25 structures with the same formula, charge and spin   271.0 kJ/mol
Expectation value of S²   8.889
Highest occupied orbital energy (alpha / beta)   -10.04 / -11.02 eV

```
! RIJCOSX wB97M-V def2-TZVPD def2/J DEFGRID3
* xyz 1 6
Mn 0.625 -0.200 -0.169
C -1.152 -3.019 0.411
C -1.678 -2.718 -1.009
S -1.119 -1.121 -1.558
C -2.452 0.135 -2.131
C -2.760 2.191 -0.239
S -0.858 3.130 1.703
C 0.144 2.112 2.922
C 1.545 1.713 2.501
S 1.964 0.064 1.849
C 1.098 -1.103 3.021
C 1.029 -2.545 2.471
S 0.607 -2.624 0.636
H -1.165 -4.139 0.580
H -1.822 -2.551 1.096
H -2.731 -2.809 -1.149
H -1.125 -3.391 -1.669
H -3.073 -0.596 -2.679
H -1.912 0.749 -2.828
H -3.331 2.240 0.657
H -2.916 3.152 -0.768
H -0.432 1.266 3.148
H 0.213 2.759 3.787
H 2.167 1.794 3.372
H 1.963 2.406 1.740
H 0.102 -0.662 3.147
H 1.631 -1.118 4.000
H 0.540 -3.263 3.073
H 2.050 -2.962 2.415
O 1.262 2.427 -3.097
C 1.460 1.554 -2.215
N 0.741 1.439 -1.072
C -0.210 2.472 -0.807
C -1.275 2.002 0.251
C -3.295 0.971 -1.098
C -3.885 -0.006 -0.149
C -3.213 -0.442 0.956
C -1.969 -0.003 1.400
N -1.049 0.686 0.715
C 2.565 0.551 -2.257
C 3.638 0.567 -3.141
C 4.654 -0.373 -2.998
C 4.508 -1.414 -2.078
C 3.370 -1.414 -1.285
N 2.473 -0.404 -1.280
H -0.625 2.727 -1.799
H 0.449 3.328 -0.412
H -4.138 1.332 -1.746
H -4.919 -0.292 -0.420
H -3.659 -1.257 1.494
H -1.805 -0.098 2.487
H 3.712 1.458 -3.770
H 5.605 -0.287 -3.498
H 5.291 -2.164 -1.928
H 3.162 -2.250 -0.580
*
```

***

No. 5
DFT (the ωB97M-V functional and the def2-TZVPD basis) results for 2 unconnected molecules or ions with the total composition C20H26N at a distorted geometry.

Summary:
Lowest unoccupied orbital energy   -5.833 eV
Energy above the lowest of the compared OMol25 structures with the same formula, charge and spin   30.0 kJ/mol
Highest occupied orbital energy   -11.18 eV

```
! RIJCOSX wB97M-V def2-TZVPD def2/J DEFGRID3
* xyz 1 1
C -3.619 1.286 0.415
C -2.549 1.579 1.274
C -1.717 0.552 1.723
C -1.919 -0.756 1.264
C -0.841 -1.788 1.494
C 0.162 -1.701 0.346
C 1.562 -2.292 0.566
C 2.069 -2.541 -0.860
C 0.801 -2.663 -1.729
N -0.301 -2.396 -0.814
C -3.051 -1.071 0.504
C -3.879 -0.040 0.047
H -4.259 2.092 0.050
H -2.354 2.605 1.590
H -0.876 0.756 2.393
H -0.323 -1.588 2.439
H -1.264 -2.803 1.517
H 0.318 -0.624 0.105
H 2.211 -1.651 1.166
H 1.433 -3.247 1.087
H 2.630 -1.656 -1.174
H 2.720 -3.418 -0.951
H 0.874 -1.956 -2.577
H 0.686 -3.677 -2.154
H -1.155 -2.043 -1.237
H -3.244 -2.117 0.245
H -4.724 -0.280 -0.599
C 1.902 -5.331 2.056
C 0.811 -5.464 1.044
C 1.180 -5.830 -0.339
C -0.533 -5.582 1.467
C -1.545 -6.155 0.631
C -2.814 -6.425 1.124
C -3.136 -6.122 2.456
C -2.210 -5.431 3.255
C -0.927 -5.184 2.786
H 1.792 -4.460 2.715
H 1.955 -6.210 2.718
H 2.868 -5.239 1.548
H 0.489 -5.420 -1.087
H 2.190 -5.486 -0.583
H 1.171 -6.925 -0.467
H -1.293 -6.425 -0.399
H -3.554 -6.884 0.465
H -4.108 -6.399 2.864
H -2.478 -5.092 4.259
H -0.191 -4.695 3.434
*
```

***

No. 6
DFT (the ωB97M-V functional and the def2-TZVPD basis) results for a molecular structure, C20H26N10NiO6 at a distorted geometry.

Summary:
Lowest unoccupied orbital energy (alpha / beta)   -0.424 / -0.444 eV
Energy above the lowest of the compared OMol25 structures with the same formula, charge and spin   68.6 kJ/mol
Expectation value of S²   2.006
Highest occupied orbital energy (alpha / beta)   -7.39 / -7.52 eV

```
! RIJCOSX wB97M-V def2-TZVPD def2/J DEFGRID3
* xyz 0 3
Ni 0.374 -0.272 -0.653
O 4.323 4.556 2.515
C 2.947 4.777 2.332
C 2.348 3.687 1.489
C 1.031 3.783 1.047
C 0.492 2.741 0.314
N 1.177 1.650 0.012
C 2.456 1.566 0.390
C 3.074 2.561 1.141
C 3.144 0.343 -0.042
C 4.491 0.334 -0.382
C 5.062 -0.839 -0.857
C 6.510 -0.856 -1.283
O 7.396 -0.553 -0.227
C 4.260 -1.974 -0.915
C 2.928 -1.878 -0.554
N 2.367 -0.747 -0.149
H 4.704 5.304 2.984
H 2.761 5.744 1.841
H 2.424 4.784 3.302
H 0.438 4.652 1.278
H -0.524 2.780 -0.055
H 4.095 2.460 1.472
H 5.081 1.234 -0.308
H 6.677 -0.073 -2.031
H 6.761 -1.827 -1.734
H 7.329 -1.240 0.445
H 4.663 -2.918 -1.249
H 2.277 -2.738 -0.600
N -0.842 -0.381 1.256
C -2.267 -0.306 0.900
C -3.114 0.051 2.129
C -4.636 0.050 1.939
C -5.174 -1.165 1.180
N -5.007 -0.937 -0.238
C -4.658 -1.810 -1.176
N -4.731 -3.141 -0.996
N -4.387 -1.354 -2.391
C -2.405 0.617 -0.354
O -3.492 1.172 -0.580
O -1.409 0.676 -1.096
H -0.649 -1.236 1.770
H -0.592 0.406 1.853
H -2.550 -1.300 0.526
H -2.818 1.042 2.488
H -2.862 -0.670 2.915
H -4.925 0.949 1.395
H -5.098 0.086 2.927
H -6.241 -1.292 1.398
H -4.653 -2.072 1.505
H -4.705 0.035 -0.446
H -4.668 -3.499 -0.057
H -4.240 -3.690 -1.688
H -4.215 -0.363 -2.482
H -3.855 -1.978 -3.048
O -2.070 -3.043 -0.394
N -0.890 -3.256 -0.661
O -0.029 -2.375 -0.716
N -2.667 -2.879 -3.730
C -1.663 -2.303 -3.843
N -0.573 -1.678 -4.017
C 0.125 -1.015 -3.208
N 0.893 -0.380 -2.586
*
```